24
Properties=species:S:1:pos:R:3 method="wB97M-V/def2-TZVPD" orbital_gap_ev=8.7 smiles=CCNC[C@H](C)N.O relative_energy_kcal_mol=40.1 multiplicity=1
C -2.208 -0.611 -2.089
C -1.494 0.251 -1.088
N -0.502 -0.477 -0.349
C 0.580 0.226 0.285
C 0.643 0.393 1.887
C 0.271 1.872 2.094
N 2.031 0.051 2.277
H -1.732 -1.576 -2.232
H -3.224 -0.836 -1.699
H -2.349 -0.170 -3.055
H -1.021 1.073 -1.656
H -2.233 0.839 -0.379
H -0.626 -1.429 -0.044
H 0.616 1.260 -0.133
H 1.442 -0.300 -0.026
H -0.163 -0.220 2.314
H -0.789 2.069 1.824
H 0.890 2.642 1.701
H 0.307 1.899 3.218
H 2.358 -0.640 1.579
H 2.644 0.832 2.056
O 1.636 -2.580 -1.828
H 0.752 -2.525 -2.238
H 2.170 -2.041 -2.417

=====

24
Properties=species:S:1:pos:R:3 method="wB97M-V/def2-TZVPD" orbital_gap_ev=8.8 smiles=CCN(C)CCN.O relative_energy_kcal_mol=61.9 multiplicity=1
C -1.509 1.602 0.528
C -0.038 1.817 0.111
N 1.023 0.819 0.618
C 0.957 0.638 2.010
C 1.189 -0.357 -0.197
C 0.413 -1.615 0.096
N 0.433 -2.620 -0.988
H -1.862 0.533 0.630
H -2.087 2.053 -0.313
H -1.471 2.169 1.508
H 0.141 1.797 -1.020
H 0.450 2.720 0.587
H 1.321 1.650 2.488
H 0.123 0.066 2.325
H 1.869 -0.013 2.260
H 2.282 -0.629 -0.036
H 1.039 0.094 -1.152
H -0.623 -1.449 0.397
H 0.783 -2.269 0.983
H 1.390 -2.746 -1.251
H -0.054 -2.219 -1.902
O -2.101 -0.313 -2.509
H -1.896 -0.793 -3.283
H -1.772 -0.937 -1.890